DFT (ωB97M-V/def2-TZVPD) results for a molecular structure, C18H20BrNO4 at a distorted geometry.

Calculated values
* LUMO level: -0.0205 Eh
* highest occupied orbital energy: -7.492 eV
* Kohn-Sham gap: 6.93 eV

Element x y z (Å)
1 C -1.8805 -2.4823 -1.4473
2 H -0.8675 -2.9721 -1.8865
3 O -1.7345 -2.4566 -0.1529
4 C -3.0323 -2.2305 0.4884
5 C -3.4314 -0.8718 0.2950
6 N -2.3801 0.1090 0.4934
7 C -2.1997 1.0288 -0.3269
8 C -0.9645 1.8584 -0.2787
9 C -0.5225 1.2752 0.9562
10 C -1.2975 0.2133 1.3903
11 C -1.3410 -0.4310 2.6073
12 H -1.0799 -1.5398 2.2011
13 H -2.2270 -0.8672 2.9752
14 H -0.5303 -0.1486 3.3275
15 H 0.3742 1.5350 1.4964
16 C -0.4147 2.8815 -0.7813
17 O -0.8725 3.4130 -1.7049
18 C 1.0885 3.1599 -0.4952
19 H 1.6089 4.0496 -1.3628
20 H 1.1864 3.6643 0.5565
21 O 1.8596 2.0262 -0.7794
22 C 2.5427 1.7609 0.4961
23 O 2.7830 2.4166 1.4154
24 C 3.3162 0.4336 0.2723
25 C 2.9247 -0.4790 -0.9613
26 C 3.7606 -1.7847 -0.8761
27 C 4.8949 -2.1279 -0.2084
28 C 5.3798 -0.7667 0.5876
29 C 4.5101 0.1819 0.8836
30 H 4.9526 0.9812 1.4870
31 H 6.2914 -0.9224 1.0926
32 H 5.4308 -2.8712 -0.4605
33 H 3.3382 -2.5594 -1.4787
34 Br 1.2460 -0.7091 -1.6547
35 C -3.0297 1.3280 -1.6569
36 H -2.5230 2.3929 -2.2226
37 H -3.0724 0.5105 -2.4545
38 H -3.9911 1.7306 -1.0723
39 H -4.1200 -0.4252 1.3220
40 H -4.1432 -0.3750 -0.3666
41 H -2.8703 -2.5843 1.7127
42 H -4.0728 -2.6946 0.3359
43 H -2.9022 -3.0590 -1.8967
44 H -1.9877 -1.5918 -1.8672



DFT (ωB97M-V/def2-TZVPD) results for a molecular structure, C13H30IO2OsP2 at a distorted geometry.

Calculated values
* 2S+1: 5
* LUMO level (alpha / beta): -0.4124 / -0.5149 Eh
* <S²>: 6.020
* highest occupied orbital energy (alpha / beta): -17.035 / -19.773 eV
* Kohn-Sham gap (alpha / beta): 5.81 / 5.76 eV
* charge: +3

Element x y z (Å)
1 C -5.0991 1.4554 0.7290
2 C -4.2946 0.5091 0.0549
3 H -6.1857 1.3101 0.5262
4 H -4.7712 2.4604 0.3739
5 H -4.8895 1.3326 1.8174
6 O -3.7972 -0.3417 -0.5680
7 I -1.0748 2.0700 1.5277
8 Os -0.2263 0.0335 0.0073
9 P -0.4704 -1.3499 1.9040
10 C 0.0410 -3.0986 1.6734
11 C 0.5653 -0.8500 3.3425
12 H 0.3021 -1.4913 4.2005
13 H -2.0410 -2.4145 3.4029
14 H 0.3610 0.2006 3.5930
15 H -2.4362 -0.6589 3.1516
16 H 1.1201 -3.1712 1.4872
17 H 1.6337 -0.9734 3.1114
18 C -2.1100 -1.5871 2.6696
19 H -0.2128 -3.6545 2.5867
20 H -2.8309 -1.8541 1.8841
21 H -0.5013 -3.5204 0.8164
22 P -0.1768 1.5396 -1.8077
23 C 0.4381 0.8441 -3.3925
24 C -1.7099 2.3486 -2.3785
25 H 0.6995 3.4910 -0.6364
26 H 0.8333 3.6594 -2.4227
27 H 2.0040 2.6323 -1.5261
28 C 0.9579 2.9708 -1.5698
29 H -2.0555 3.0682 -1.6281
30 H -1.5062 2.8481 -3.3460
31 H 0.3206 1.6096 -4.1724
32 H -0.1556 -0.0442 -3.6479
33 H -2.4830 1.5800 -2.5193
34 H 1.4952 0.5596 -3.3131
35 C 0.0304 -1.4297 -1.1110
36 O 0.1114 -2.3680 -1.8337
37 C 3.1056 -1.8399 0.4032
38 C 3.0622 -0.3804 -0.0555
39 C 3.2611 -0.3066 -1.5692
40 C 1.7857 0.3751 0.4336
41 H 2.3435 -2.4141 -0.1457
42 H 2.9187 -1.9229 1.4848
43 H 4.0990 -2.2732 0.1804
44 H 3.8979 0.1651 0.4325
45 H 2.4903 -0.9222 -2.0638
46 H 3.1897 0.7293 -1.9311
47 H 4.2552 -0.7089 -1.8386
48 H 1.9093 1.4370 0.1422
49 H 1.7959 0.3463 1.5409



DFT (ωB97M-V/def2-TZVPD) results for C2H6N2O2 in the gas phase at a distorted geometry.

Calculated values
* LUMO level: 0.0230 Eh
* highest occupied orbital energy: -9.500 eV
* SMILES: NCC(=O)NO
* Kohn-Sham gap: 10.13 eV

Element x y z (Å)
1 N -1.6002 -0.3120 1.0728
2 C -0.2546 0.3705 1.1312
3 C 0.6554 -0.3137 0.1404
4 O 1.3567 -1.2531 0.4226
5 N 0.6340 0.2248 -1.1292
6 O -0.4546 1.0599 -1.4416
7 H -2.0452 -0.1162 0.1663
8 H -1.4145 -1.3715 1.0303
9 H -0.4841 1.4920 0.7738
10 H 0.2297 0.3551 2.1572
11 H 0.9364 -0.4474 -1.8210
12 H -0.0797 1.9035 -1.3895



DFT (ωB97M-V/def2-TZVPD) results for C5H6O2 in the gas phase at a distorted geometry.

Calculated values
* LUMO level: 0.0279 Eh
* highest occupied orbital energy: -8.915 eV
* SMILES: C[C@@]12O[C@]1(C)C2=O
* Kohn-Sham gap: 9.67 eV

Element x y z (Å)
1 C -1.6388 -0.2436 0.8592
2 C -0.4578 0.6673 0.6225
3 O 0.6776 0.3422 1.3096
4 C 0.9372 0.4258 -0.0787
5 C 1.4783 -0.7959 -0.8372
6 C 0.1172 1.5805 -0.3832
7 O -0.2008 2.3756 -1.2588
8 H -1.1951 -1.1745 1.2244
9 H -2.1947 -0.3229 -0.1028
10 H -2.1797 0.3539 1.6650
11 H 1.3787 -0.5677 -1.8309
12 H 0.7422 -1.5818 -0.6077
13 H 2.5357 -1.0590 -0.5815